(1)
{
  "formula": "C21H23N3O3S",
  "method": "ωB97M-V/def2-TZVPD",
  "largest_force_ev_per_a": 0.792,
  "smiles": "COCCn1c(SCC(=O)Nc2cc(C)cc(C)c2)nc2ccccc2c1=O",
  "e_tot_ha": -1602.26873,
  "multiplicity": 1,
  "species": ["C", "H", "O", "C", "C", "N", "C", "N", "C", "C", "C", "C", "C", "C", "C", "O", "H", "H", "H", "H", "S", "C", "H", "H", "C", "O", "N", "C", "C", "C", "C", "C", "C", "H", "C", "H", "H", "H", "H", "C", "H", "H", "H", "H", "H", "H", "H", "H", "H", "H", "H"],
  "coordinates": [[-5.6617, -2.3230, -1.0311], [-6.2496, -1.4401, -1.3116], [-4.5470, -1.9669, -0.2559], [-4.8944, -1.3279, 0.9502], [-3.6142, -1.0112, 1.7223], [-2.7389, -0.1753, 0.9248], [-1.7672, -0.6988, 0.1299], [-1.0157, -0.0016, -0.6557], [-1.1936, 1.3537, -0.7223], [-0.3790, 2.1114, -1.5716], [-0.5330, 3.4779, -1.6221], [-1.4944, 4.1182, -0.8404], [-2.3073, 3.3842, -0.0068], [-2.1633, 1.9972, 0.0627], [-3.0162, 1.2011, 0.9337], [-3.9058, 1.6365, 1.6350], [-3.0621, 3.8512, 0.6073], [-1.5994, 5.1910, -0.8930], [0.0987, 4.0620, -2.2750], [0.3587, 1.6074, -2.1772], [-1.4929, -2.4270, 0.2132], [-0.3039, -2.6991, -1.1423], [-0.4710, -3.7297, -1.4537], [-0.5640, -2.0054, -1.9401], [1.1569, -2.5442, -0.7110], [1.8850, -3.5049, -0.5969], [1.4851, -1.2505, -0.5105], [2.7025, -0.6994, -0.1000], [3.8527, -1.4548, 0.0835], [5.0313, -0.8407, 0.4853], [5.0478, 0.5300, 0.6970], [3.9036, 1.2993, 0.5190], [2.7338, 0.6763, 0.1214], [1.8322, 1.2579, -0.0153], [3.9455, 2.7793, 0.7560], [4.2561, 2.9910, 1.7782], [2.9695, 3.2288, 0.5890], [4.6649, 3.2495, 0.0866], [5.9643, 1.0112, 1.0082], [6.2776, -1.6541, 0.6620], [6.9103, -1.2322, 1.4397], [6.0340, -2.6816, 0.9192], [6.8481, -1.6652, -0.2673], [3.8232, -2.5184, -0.0846], [0.7198, -0.5820, -0.6358], [-3.8732, -0.4521, 2.6247], [-3.0897, -1.9308, 1.9825], [-5.4406, -0.3948, 0.7447], [-5.5361, -1.9778, 1.5635], [-6.3121, -3.0223, -0.4921], [-5.2751, -2.8033, -1.9273]],
  "atomic_forces_ev_per_a": [[-0.11, 0.02, -0.05], [0.01, -0.04, -0.01], [0.15, 0.07, 0.23], [-0.01, 0.08, 0.11], [-0.60, -0.26, 0.00], [0.00, 0.23, 0.02], [0.59, 0.00, -0.52], [-0.13, -0.31, -0.08], [-0.43, 0.49, 0.28], [-0.08, 0.08, 0.03], [0.06, -0.11, -0.03], [-0.13, 0.08, 0.10], [-0.02, -0.04, 0.03], [0.34, 0.06, -0.34], [0.05, 0.05, 0.06], [-0.07, 0.05, 0.01], [-0.06, 0.06, 0.04], [-0.02, 0.08, 0.01], [0.05, 0.04, -0.06], [0.07, -0.07, -0.06], [0.12, -0.46, 0.00], [-0.11, 0.09, 0.30], [0.05, 0.09, 0.03], [0.01, -0.06, -0.04], [-0.44, 0.06, -0.20], [0.17, -0.28, 0.04], [0.02, 0.44, -0.01], [0.30, -0.12, 0.08], [-0.03, -0.12, -0.02], [-0.07, 0.21, 0.04], [-0.03, -0.08, -0.01], [-0.04, -0.09, -0.05], [0.06, -0.03, 0.01], [-0.10, 0.08, 0.00], [0.01, -0.02, 0.00], [0.00, 0.08, 0.05], [-0.05, 0.08, 0.00], [0.02, 0.09, -0.02], [0.13, 0.06, 0.06], [0.01, 0.01, -0.07], [0.07, -0.02, 0.05], [0.04, -0.08, 0.03], [0.09, -0.05, -0.02], [-0.01, -0.06, 0.00], [0.08, -0.30, -0.03], [0.09, -0.17, -0.10], [-0.06, 0.11, 0.09], [0.05, -0.11, 0.06], [0.04, 0.07, -0.02], [0.00, 0.00, -0.04], [-0.10, -0.01, -0.03]],
  "lowdin_charge": [-0.1032, 0.0922, -0.2209, -0.2013, -0.1307, 0.0156, -0.5413, 0.0671, -0.2092, -0.0224, -0.0675, -0.0731, -0.0041, -0.0644, -0.3535, 0.0896, 0.1202, 0.1037, 0.1070, 0.1155, 1.0652, -0.3313, 0.0841, 0.0852, -0.5326, 0.0672, 0.1262, -0.1968, 0.0243, -0.2666, -0.0236, -0.2741, 0.0118, 0.0990, -0.0495, 0.0814, 0.0699, 0.0812, 0.1171, -0.0494, 0.0755, 0.0774, 0.0843, 0.1042, 0.0828, 0.1353, 0.0876, 0.1305, 0.1329, 0.0903, 0.0909]
}

(2)
{
  "formula": "C4HNO",
  "method": "ωB97M-V/def2-TZVPD",
  "largest_force_ev_per_a": 1.268,
  "smiles": "C#CC(=O)C#N",
  "e_tot_ha": -282.91155,
  "multiplicity": 1,
  "species": ["O", "C", "C", "C", "C", "N", "H"],
  "coordinates": [[-0.8061, -1.7239, 0.1182], [-0.5686, -0.5409, 0.0619], [0.7784, -0.0191, -0.0427], [1.9429, 0.2726, -0.1354], [-1.6906, 0.4191, 0.0957], [-2.6389, 1.0821, 0.1219], [2.9830, 0.5100, -0.2196]],
  "atomic_forces_ev_per_a": [[0.11, 0.55, -0.02], [-0.06, -0.57, 0.02], [0.54, 0.07, -0.05], [-0.50, -0.10, 0.03], [-0.96, 0.64, 0.02], [1.11, -0.62, -0.03], [-0.23, 0.02, 0.02]],
  "lowdin_charge": [0.1453, -0.4205, -0.0289, 0.1778, -0.1087, 0.1846, 0.0504]
}

What Kohn-Sham gap values result from the calculations? In sequence: 0.3097 0.3774 hartree.
What energy relative to the best compared isomer or geometry (same formula, charge and spin) values result from the calculations? In sequence: 10.1 14.9 kJ/mol.